Arrangement a

Molecular formula: C7H13N
Method: DFT, wB97M-V/def2-TZVPD

Last column: natural (NBO) charge in e.
Geometry (Å):
N 1.1182 -2.3352 1.0343  -0.86
C -0.9909 0.8018 0.7475  -0.15
C 0.5411 -2.2958 -0.3054  -0.22
C -0.3431 0.1524 -0.2707  -0.14
C -1.3698 2.2147 0.6708  -0.64
C 0.7540 0.7397 -0.9782  -0.22
C 1.1329 2.0276 -1.0270  -0.47
C -0.6811 -1.3146 -0.3681  -0.41
H 0.4213 2.8389 -1.0773  0.20
H 0.2426 -3.2944 -0.6114  0.20
H 0.7406 -3.0043 1.6871  0.36
H -1.1611 0.2121 1.6358  0.21
H 1.2026 -1.4331 1.4664  0.36
H -0.2388 2.0058 0.7661  0.32
H -1.9331 2.6277 1.4986  0.24
H 1.3608 0.0412 -1.5305  0.21
H 2.1370 2.3187 -1.3052  0.20
H -1.3197 -1.6234 0.4655  0.20
H -1.2546 -1.4517 -1.2859  0.21
H 1.2869 -1.7309 -0.8787  0.18
H -1.6458 2.5028 -0.3338  0.23

Summary:
orbital gap: 8.216 eV
E_LUMO: 0.8 eV
E_HOMO: -7.4 eV

Arrangement b

Molecular formula: C7H13N
Method: DFT, wB97M-V/def2-TZVPD

Last column: natural (NBO) charge in e.
Geometry (Å):
N 0.5103 -0.8302 1.8650  -0.67
C -2.1040 1.1897 0.4651  -0.39
C 1.9215 0.7997 0.6818  -0.69
C -0.1786 -0.3039 -0.3615  -0.17
C -0.9551 1.0348 -0.1692  -0.16
C 0.7386 -0.1272 0.8301  0.37
C -1.0658 -1.5315 -0.2132  -0.60
C 0.5499 -0.3223 -1.7019  -0.60
H -0.4666 -2.4287 -0.3537  0.21
H 1.6316 1.7509 0.2405  0.22
H -2.6329 2.1289 0.4412  0.20
H -1.8717 -1.4965 -0.9435  0.21
H 2.3701 0.9906 1.6561  0.22
H 1.2476 -1.1584 -1.7349  0.21
H -2.5415 0.4031 1.0552  0.20
H -0.5373 1.8615 -0.7315  0.19
H -0.1783 -0.4386 -2.5028  0.22
H -1.4899 -1.5824 0.7841  0.24
H 1.2758 -0.8761 2.5355  0.34
H 2.6730 0.3407 0.0401  0.23
H 1.1034 0.5960 -1.8825  0.21

Summary:
orbital gap: 9.989 eV
SMILES: [H]/N=C(\C)C(C)(C)C=C
E_LUMO: 0.9 eV
E_HOMO: -9.1 eV

arrangement b wins, 3.241 eV ahead of the next structure.

Arrangement a

Molecular formula: C7H13N
Method: DFT, wB97M-V/def2-TZVPD

Last column: natural (NBO) charge in e.
Geometry (Å):
N -0.6905 -0.7279 -2.0206  -0.61
C 1.7610 1.5846 -3.7039  -0.67
C 0.0949 -1.5565 1.8522  -0.60
C -0.9998 -0.6487 3.8643  0.21
C -1.2837 -1.0091 2.4115  -0.51
C -0.0415 0.0866 -2.8527  -0.03
C 0.9312 1.0347 -2.5893  -0.13
C -0.7508 0.5356 4.3965  -0.58
H 2.4975 0.8927 -4.0934  0.23
H 0.0287 -1.5442 0.7503  0.23
H 2.3179 2.4697 -3.4038  0.22
H 0.1287 -2.5820 2.2009  0.21
H -1.4141 -1.1828 -2.5724  0.33
H 0.9358 -0.9276 2.1289  0.21
H 1.2148 1.8534 -4.6481  0.23
H -1.9892 -1.8534 2.3728  0.23
H -0.5753 0.7075 5.4646  0.23
H -0.6166 0.3010 -3.7760  0.15
H 1.1468 1.2327 -1.5411  0.21
H -1.0903 1.4837 3.9355  0.22
H -1.6056 -0.1500 1.8240  0.23

Summary:
orbital gap: 2.210 eV
E_LUMO: -3.5 eV
E_HOMO: -5.7 eV

Arrangement b

Molecular formula: C7H13N
Method: DFT, wB97M-V/def2-TZVPD

Last column: natural (NBO) charge in e.
Geometry (Å):
N -2.2090 -0.4049 -0.4004  -0.63
C 0.8341 -1.6366 -0.5326  -0.66
C -3.2603 -0.5837 0.2489  -0.03
C 0.6319 0.8951 -0.0486  -0.02
C 0.7437 1.1585 -1.5201  -0.65
C 1.7484 -0.6535 1.5384  -0.38
C 1.0563 -0.4954 0.4157  -0.02
C 0.3386 1.8578 0.8220  -0.40
H 2.0600 -1.6281 1.8785  0.19
H 0.0115 0.5619 -2.0620  0.23
H -3.9710 -1.3208 -0.1223  0.16
H 0.1430 2.8683 0.5006  0.20
H -0.2107 -1.6592 -0.8418  0.24
H 0.2414 1.6659 1.8774  0.20
H -1.4724 0.2095 0.0713  0.36
H 1.0690 -2.5839 -0.0526  0.22
H 2.0640 0.1798 2.1433  0.20
H 0.5746 2.2116 -1.7335  0.22
H 1.7358 0.8918 -1.8826  0.22
H 1.4373 -1.5257 -1.4325  0.22
H -3.5662 -0.0086 1.1331  0.14

Summary:
orbital gap: 9.908 eV
SMILES: C=C(C)C(=C)C.C=N
E_LUMO: 1.0 eV
E_HOMO: -8.9 eV

arrangement b wins, 6.533 eV ahead of the next structure.

Arrangement a

Molecular formula: C4H7N3S
Method: DFT, wB97M-V/def2-TZVPD

Last column: natural (NBO) charge in e.
Geometry (Å):
S -2.5308 -1.1248 -0.0784  -0.13
N -1.2221 1.7150 0.0163  -0.81
N 0.0012 -1.8033 -0.0036  -0.43
N 1.3752 -1.7109 0.0190  -0.22
C 0.9486 0.6847 -0.3052  -0.49
C 1.7896 -0.5266 0.0283  0.08
C -0.9173 -0.8233 0.0131  0.08
C -0.4019 0.5603 0.4010  -0.12
H -1.5295 1.6207 -0.9661  0.36
H 0.7682 0.7713 -1.3938  0.23
H -0.2853 -2.7510 0.0583  0.41
H -0.2484 0.5722 1.4738  0.22
H -2.0795 1.6103 0.5765  0.37
H 2.8634 -0.4159 0.2313  0.20
H 1.4686 1.6215 -0.0707  0.24

Summary:
orbital gap: 8.745 eV
SMILES: N[C@@H]1CC=NNC1=S
E_LUMO: 0.1 eV
E_HOMO: -8.7 eV

Arrangement b

Molecular formula: C4H7N3S
Method: DFT, wB97M-V/def2-TZVPD

Last column: natural (NBO) charge in e.
Geometry (Å):
S -0.4816 -2.1761 -0.0028  0.27
N -0.2034 0.3948 0.0031  -0.65
N 1.8409 -0.8874 0.0009  -0.48
N -2.4392 1.2037 0.0115  -0.66
C 2.6215 0.3570 0.0017  -0.45
C -1.5797 0.2983 -0.0198  0.46
C 0.5742 -0.7586 -0.0039  0.30
C -1.9829 -1.1654 0.0177  -0.59
H -2.5972 -1.3937 -0.8617  0.25
H -2.5631 -1.4037 0.8604  0.24
H -2.0114 2.0938 -0.0535  0.33
H 0.3056 1.2916 0.0246  0.42
H 3.6384 0.1577 -0.0061  0.21
H 2.4261 0.9852 0.8923  0.18
H 2.4517 1.0024 -0.8644  0.18

Summary:
orbital gap: 9.582 eV
SMILES: [H]/N=C1/CS/C(=N/C)N1
E_LUMO: 0.6 eV
E_HOMO: -9.0 eV

arrangement b wins, 0.790 eV ahead of the next structure.

Arrangement a

Molecular formula: C9H10N2O2
Method: DFT, wB97M-V/def2-TZVPD

Last column: natural (NBO) charge in e.
Geometry (Å):
O -2.7197 -1.6145 -1.6773  -0.47
O -3.5051 -1.2071 0.2887  -0.51
N -1.9225 0.5270 1.6841  -0.72
N -2.6638 -1.1183 -0.5718  0.30
C 1.9659 -0.5345 -0.9406  -0.21
C -1.0586 0.5285 0.6304  0.45
C 2.2613 -1.7673 -0.3690  -0.16
C 1.5749 -2.2701 0.7467  -0.22
C 0.7861 0.1535 -0.7027  0.07
C 0.4615 -1.5133 1.1432  -0.15
C -1.1091 1.6054 -0.3464  -0.47
C 0.0696 -0.3517 0.4263  -0.15
C 0.0347 1.3355 -1.3502  -0.42
H -0.2370 -1.5904 2.0010  0.21
H -0.8520 2.6389 0.2363  0.23
H -2.0488 1.5879 -0.7208  0.25
H -2.1491 -0.4121 2.0146  0.43
H 3.0777 -2.2335 -0.6711  0.21
H 0.7666 2.0687 -1.6539  0.23
H -2.7058 1.1766 1.6085  0.41
H 1.6521 -3.1906 1.3685  0.24
H -0.3302 1.0878 -2.2586  0.24
H 2.6317 -0.2456 -1.7362  0.21

Summary:
orbital gap (alpha / beta): 6.165 / 6.171 eV
E_LUMO (alpha / beta): -0.9 / -0.9 eV
E_HOMO (alpha / beta): -7.0 / -7.0 eV

Arrangement b

Molecular formula: C9H10N2O2
Method: DFT, wB97M-V/def2-TZVPD

Last column: natural (NBO) charge in e.
Geometry (Å):
O 0.0952 3.0107 0.5938  -0.50
O -0.9844 1.7935 -1.9346  -0.39
N -0.5754 0.7512 -1.2616  0.03
N -0.4663 -0.4725 0.8539  -0.36
C 0.0413 1.9040 1.0058  0.50
C -0.0126 -1.5133 -1.2898  -0.27
C -0.7426 -1.6281 -0.0570  -0.23
C -0.1831 -0.3505 -1.9497  0.17
C 0.4671 0.1919 2.9421  -0.25
C 0.3318 1.5990 2.5249  -0.53
C -0.3724 0.7046 0.2534  0.22
C 0.3693 -0.2801 -3.3575  -0.65
C 0.1060 -0.7364 2.0719  -0.01
H 0.1939 -1.8729 2.3011  0.21
H 1.3790 -0.7181 -3.3282  0.22
H -0.5358 -2.4515 0.6843  0.22
H -0.1387 -0.9797 -4.0236  0.23
H 0.9698 -0.1270 3.8330  0.23
H -1.7506 -1.5961 -0.3268  0.21
H 0.6666 -2.3041 -1.7728  0.23
H 0.5594 0.7468 -3.7278  0.25
H -0.6467 2.0521 3.1568  0.24
H 1.2290 2.2766 2.8083  0.25

Summary:
orbital gap (alpha / beta): 6.649 / 7.595 eV
E_LUMO (alpha / beta): -0.6 / -0.5 eV
E_HOMO (alpha / beta): -7.3 / -8.1 eV

Arrangement c

Molecular formula: C9H10N2O2
Method: DFT, wB97M-V/def2-TZVPD

Last column: natural (NBO) charge in e.
Geometry (Å):
O 1.2720 -1.3855 0.2867  -0.56
O -0.8942 -0.7223 -0.6822  -0.49
N 0.0214 -3.7369 0.5382  -0.82
N -2.6146 -2.9942 0.7036  -0.68
C -0.7512 2.9746 -0.9964  -0.16
C -0.3252 -1.3867 0.4815  0.29
C -1.0824 -2.7624 0.4263  0.40
C -0.3775 0.5341 -0.8486  0.27
C 1.7787 -0.1721 0.6380  -0.05
C 1.4110 2.1706 -0.4694  -0.16
C -1.3282 1.5472 -1.1446  -0.24
C 0.9233 0.9001 -0.4080  -0.14
C 0.5533 3.2999 -0.8282  -0.30
H -2.7444 -1.9821 0.4182  0.32
H -0.6813 -0.9932 1.3883  0.20
H -1.8098 3.8094 -0.6969  0.21
H 2.5413 2.5944 -0.1169  0.22
H 1.6796 0.1783 1.7343  0.18
H -2.2978 1.6016 -1.3788  0.22
H -0.1285 -4.6873 0.5296  0.40
H 1.0280 4.2990 -0.4729  0.24
H 2.8445 0.1020 0.4264  0.21
H 0.9818 -3.1886 0.4720  0.44

Summary:
orbital gap: 9.435 eV
E_LUMO: 0.6 eV
E_HOMO: -8.9 eV

arrangement a wins, 0.743 eV ahead of the next structure.